DFT (ωB97M-V/def2-TZVPD) results for a molecular structure, C29H49BrN2OP2Sr.

Energy (a.u.): -4606.08892
Frontier orbital gap (spin up / spin down) (hartree): 0.20718 / 0.19093
HOMO (spin up / spin down) (Eh): -0.4604 / -0.4594
Charge: +2
Energy above the lowest of the compared OMol25 structures with the same formula, charge and spin (kcal per mole): 0.0

```
85
Properties=species:S:1:pos:R:3:mulliken_charge:R:1
N -4.90 4.83 -2.63 -0.536
C -4.49 5.25 -1.44 -0.411
C -3.20 4.99 -0.95 -0.486
C -2.31 4.23 -1.75 0.267
C -2.78 3.80 -3.01 -0.359
C -4.09 4.11 -3.40 -0.405
C -0.98 3.85 -1.30 0.255
Sr 0.98 2.92 0.22 2.218
P 4.63 0.45 -0.07 -0.219
C -0.33 2.75 -1.90 -2.421
C -0.82 1.37 -1.77 2.022
C -0.40 0.38 -2.69 -1.340
C -0.62 -0.96 -2.45 -0.845
C -1.22 -1.36 -1.22 0.039
C -1.90 -0.37 -0.46 -0.854
C -1.70 0.98 -0.72 0.077
Br 0.98 -1.04 0.34 -0.313
H -0.44 4.62 -0.69 0.660
H 0.46 2.91 -2.66 0.326
H -2.91 5.37 0.03 0.389
H -2.15 3.26 -3.71 0.401
H -5.20 5.84 -0.85 0.375
H -4.47 3.79 -4.37 0.378
H 0.15 0.72 -3.57 0.499
H -2.21 1.74 -0.12 0.460
H -0.25 -1.72 -3.14 0.218
H -2.48 -0.70 0.42 0.364
P -1.45 -3.13 -0.83 1.397
C 3.42 1.79 0.13 0.183
C 4.01 3.20 -0.08 -1.277
H 2.98 1.69 1.15 0.394
H 2.68 1.54 -0.67 -0.149
H 3.37 4.01 0.33 0.342
H 4.98 3.30 0.42 0.439
H 4.18 3.41 -1.15 0.385
C 3.96 -0.37 -1.60 0.262
C 4.74 -1.61 -2.02 -1.358
H 3.98 0.39 -2.40 0.392
H 2.90 -0.62 -1.38 -0.371
H 4.36 -1.97 -2.98 0.395
H 5.81 -1.38 -2.14 0.380
H 4.64 -2.42 -1.29 0.316
C 4.13 -0.84 1.16 0.867
C 5.11 -1.08 2.30 -1.426
H 4.00 -1.76 0.58 0.202
H 3.13 -0.59 1.55 -0.693
H 4.74 -1.92 2.91 0.364
H 6.10 -1.34 1.93 0.391
H 5.19 -0.20 2.95 0.314
C -1.47 -3.27 0.97 -0.420
C -1.16 -4.66 1.51 -1.457
H -2.44 -2.93 1.32 0.446
H -0.71 -2.55 1.32 0.121
H -2.02 -5.33 1.40 0.356
H -0.30 -5.11 1.02 0.334
H -0.94 -4.60 2.58 0.398
C -0.07 -3.98 -1.62 -0.453
C -0.31 -4.57 -3.01 -1.343
H 0.25 -4.77 -0.92 0.439
H 0.75 -3.25 -1.64 0.206
H -0.99 -5.43 -2.99 0.384
H -0.71 -3.84 -3.72 0.317
H 0.65 -4.93 -3.41 0.411
C -2.99 -3.86 -1.45 -0.557
C -4.27 -3.44 -0.72 -1.237
H -2.85 -4.95 -1.40 0.473
H -3.06 -3.59 -2.52 0.451
H -4.60 -2.44 -1.05 0.319
H -5.07 -4.15 -0.95 0.401
H -4.15 -3.42 0.37 0.310
C -0.83 0.75 5.19 -0.889
N -0.11 1.34 4.07 0.205
C 1.27 0.92 3.81 -0.665
C -0.67 2.20 3.22 0.398
C -2.08 2.64 3.39 -1.258
O 0.04 2.63 2.25 -0.856
H -0.17 0.03 5.67 0.304
H -1.74 0.24 4.84 0.330
H -1.13 1.52 5.92 0.342
H 1.34 0.39 2.84 0.094
H 1.94 1.80 3.79 0.229
H 1.56 0.25 4.62 0.339
H -2.29 3.40 2.62 0.227
H -2.77 1.80 3.26 0.352
H -2.23 3.08 4.39 0.444
```